{"formula": "C23H41N3O2", "method": "ωB97M-V/def2-TZVPD", "elements": ["O", "C", "N", "C", "C", "C", "C", "C", "O", "C", "C", "C", "N", "C", "C", "C", "N", "C", "C", "C", "C", "C", "C", "C", "C", "C", "C", "C", "H", "H", "H", "H", "H", "H", "H", "H", "H", "H", "H", "H", "H", "H", "H", "H", "H", "H", "H", "H", "H", "H", "H", "H", "H", "H", "H", "H", "H", "H", "H", "H", "H", "H", "H", "H", "H", "H", "H", "H", "H"], "xyz": [[-3.442, -1.251, 0.066], [-3.940, -0.145, 0.113], [-5.055, 0.116, 0.836], [-5.800, -0.905, 1.529], [-7.077, -1.282, 0.761], [-6.788, -1.868, -0.636], [-7.230, -0.757, -1.590], [-8.310, -0.062, -0.764], [-7.849, -0.100, 0.570], [-3.391, 1.090, -0.600], [-2.841, 2.101, 0.413], [-1.551, 1.580, 1.043], [-0.563, 1.384, 0.003], [0.804, 1.280, 0.488], [1.816, 1.597, -0.612], [3.232, 1.619, -0.039], [3.566, 0.321, 0.520], [4.958, 0.139, 0.958], [5.189, -1.385, 1.100], [6.566, -1.943, 0.731], [6.774, -2.139, -0.770], [7.078, -0.861, -1.545], [6.006, 0.213, -1.384], [5.981, 0.798, 0.030], [2.647, 0.020, 1.606], [1.209, -0.063, 1.105], [-1.000, 0.318, -0.883], [-2.286, 0.734, -1.595], [-5.526, 1.001, 0.737], [-6.075, -0.534, 2.520], [-5.155, -1.780, 1.627], [-7.651, -1.993, 1.374], [-7.382, -2.767, -0.797], [-5.737, -2.120, -0.749], [-6.405, -0.071, -1.787], [-7.609, -1.134, -2.536], [-9.265, -0.602, -0.849], [-8.471, 0.984, -1.031], [-4.228, 1.549, -1.142], [-3.574, 2.309, 1.195], [-2.615, 3.032, -0.110], [-1.175, 2.318, 1.756], [-1.769, 0.647, 1.594], [0.906, 2.055, 1.260], [1.775, 0.834, -1.389], [1.584, 2.563, -1.062], [3.915, 1.848, -0.855], [3.308, 2.423, 0.719], [5.097, 0.612, 1.951], [4.446, -1.884, 0.476], [4.990, -1.666, 2.137], [7.363, -1.325, 1.147], [6.647, -2.926, 1.204], [5.880, -2.608, -1.188], [7.607, -2.833, -0.919], [8.040, -0.458, -1.218], [7.174, -1.114, -2.604], [6.211, 1.011, -2.102], [5.028, -0.206, -1.619], [5.786, 1.871, -0.003], [6.966, 0.689, 0.486], [2.920, -0.937, 2.050], [2.712, 0.791, 2.400], [1.143, -0.849, 0.352], [0.550, -0.321, 1.936], [-0.227, 0.137, -1.630], [-1.189, -0.617, -0.336], [-2.081, 1.607, -2.217], [-2.616, -0.085, -2.236]], "nbo_charge": [-0.645, 0.691, -0.627, -0.241, 0.092, -0.447, -0.427, -0.064, -0.542, -0.311, -0.382, -0.221, -0.462, -0.029, -0.399, -0.218, -0.460, -0.016, -0.419, -0.401, -0.393, -0.386, -0.420, -0.419, -0.216, -0.426, -0.237, -0.386, 0.401, 0.201, 0.235, 0.176, 0.211, 0.240, 0.201, 0.217, 0.159, 0.189, 0.216, 0.204, 0.211, 0.202, 0.167, 0.188, 0.201, 0.214, 0.204, 0.156, 0.167, 0.212, 0.206, 0.195, 0.209, 0.194, 0.203, 0.188, 0.204, 0.207, 0.211, 0.212, 0.208, 0.207, 0.156, 0.208, 0.208, 0.201, 0.198, 0.206, 0.217], "de_lowest_kj_mol": 136.30, "smiles": "O=C(NC[C@@H]1CCCO1)C1CCN(C2CCN(C3CCCCCC3)CC2)CC1", "gap_ev": 8.897, "lumo_energy_ev": 0.79}

---

{"formula": "C23H41N3O3PPtTe", "method": "ωB97M-V/def2-TZVPD", "elements": ["Pt", "N", "C", "C", "C", "C", "C", "C", "C", "C", "C", "C", "C", "C", "H", "H", "H", "H", "H", "H", "H", "H", "H", "H", "C", "N", "C", "C", "C", "N", "C", "C", "H", "H", "H", "H", "H", "H", "H", "H", "H", "H", "H", "H", "H", "H", "H", "H", "C", "O", "P", "O", "C", "O", "C", "H", "H", "H", "H", "H", "H", "H", "H", "H", "C", "Te", "C", "H", "H", "H", "H", "H", "H"], "xyz": [[0.435, 0.755, -0.159], [-1.358, 2.045, 0.939], [-1.658, 1.622, 2.231], [-1.633, 2.534, 3.275], [-2.069, 2.158, 4.528], [-2.536, 0.845, 4.762], [-2.520, -0.070, 3.755], [-2.038, 0.255, 2.445], [-1.849, -0.804, 1.489], [-2.661, -1.972, 1.676], [-2.337, -3.167, 1.119], [-1.178, -3.256, 0.323], [-0.467, -2.119, 0.000], [-0.773, -0.839, 0.517], [-1.202, 3.044, 0.883], [-2.052, 1.760, 0.258], [-1.333, 3.559, 3.089], [-2.091, 2.887, 5.328], [-2.887, 0.566, 5.746], [-2.810, -1.086, 3.976], [-3.543, -1.907, 2.297], [-2.933, -4.046, 1.329], [-0.829, -4.232, -0.002], [0.427, -2.229, -0.599], [2.521, -1.093, -1.877], [2.068, 0.309, -1.870], [3.254, 1.187, -1.750], [1.353, 0.590, -3.127], [0.664, 1.927, -3.093], [-0.374, 1.987, -2.039], [-1.604, 1.337, -2.533], [-0.668, 3.410, -1.762], [3.281, -1.243, -2.650], [1.678, -1.744, -2.099], [2.946, -1.350, -0.911], [3.916, 1.031, -2.607], [3.789, 0.946, -0.841], [2.961, 2.234, -1.720], [0.630, -0.214, -3.282], [2.050, 0.569, -3.973], [0.217, 2.140, -4.070], [1.384, 2.721, -2.900], [-1.992, 1.853, -3.417], [-2.379, 1.352, -1.767], [-1.397, 0.300, -2.791], [-0.759, 3.973, -2.695], [0.133, 3.851, -1.169], [-1.617, 3.506, -1.238], [4.441, -0.381, 1.969], [3.310, -0.072, 1.094], [1.959, 0.529, 1.630], [1.624, -0.489, 2.790], [0.934, -0.227, 4.026], [2.279, 1.836, 2.471], [2.374, 3.150, 1.888], [5.084, 0.493, 2.025], [4.967, -1.211, 1.510], [4.087, -0.662, 2.957], [1.471, -0.754, 4.808], [-0.075, -0.621, 3.953], [0.924, 0.838, 4.248], [2.005, 3.856, 2.625], [1.775, 3.210, 0.975], [3.414, 3.368, 1.660], [-0.941, -5.034, -3.438], [-1.811, -3.140, -3.153], [-3.673, -3.585, -4.032], [-1.635, -5.791, -3.077], [0.002, -5.072, -2.899], [-0.774, -5.153, -4.510], [-3.517, -3.640, -5.110], [-4.366, -2.786, -3.784], [-4.018, -4.543, -3.648]], "lowdin_spin": [1.174, 0.164, 0.123, -0.001, 0.134, 0.038, 0.037, 0.133, 0.140, 0.044, 0.025, 0.140, 0.051, 0.329, 0.003, 0.006, -0.002, 0.006, 0.001, 0.000, 0.002, 0.000, 0.008, 0.003, 0.004, 0.146, 0.018, 0.009, 0.005, 0.060, 0.010, 0.009, 0.003, 0.000, 0.001, 0.005, 0.001, 0.004, 0.002, 0.004, 0.001, 0.000, 0.001, 0.001, 0.002, 0.003, 0.002, 0.000, 0.005, 0.021, 0.095, 0.010, 0.003, 0.043, 0.015, 0.000, 0.001, 0.000, 0.000, 0.000, 0.001, 0.000, 0.013, 0.000, 0.065, 0.759, 0.069, 0.008, 0.000, 0.016, 0.018, 0.000, 0.007], "de_lowest_kj_mol": 0.00, "charge": 3, "multiplicity": 5, "gap_ev": [7.029, 5.281], "lumo_energy_ev": [-8.22, -11.57]}